{
  "formula": "C18H33AsBBrNO",
  "method": "the ωB97M-V functional and the def2-TZVPD basis",
  "charge": -1,
  "homo_energy_ha": -0.1340,
  "multiplicity": 1,
  "species": ["C", "C", "C", "As", "C", "C", "C", "C", "C", "C", "C", "C", "C", "C", "C", "C", "C", "C", "C", "Br", "B", "N", "O", "H", "H", "H", "H", "H", "H", "H", "H", "H", "H", "H", "H", "H", "H", "H", "H", "H", "H", "H", "H", "H", "H", "H", "H", "H", "H", "H", "H", "H", "H", "H", "H", "H"],
  "coordinates": [[3.50, -1.73, 2.18], [2.82, -0.48, 2.07], [1.23, -0.46, 2.02], [0.39, 0.27, 0.31], [0.67, -1.60, -0.50], [-0.67, -2.33, -0.94], [-1.41, -1.72, -2.19], [-2.76, -2.31, -2.71], [-3.34, -3.52, -1.93], [-2.61, -4.17, -0.72], [-1.27, -3.59, -0.21], [-0.51, -4.26, 1.05], [0.27, 2.17, 0.99], [-1.12, 2.93, 0.82], [-0.80, 4.49, 1.23], [-1.72, 3.01, -0.66], [2.21, 0.76, -0.52], [2.04, 1.49, -1.98], [3.12, 2.72, -2.02], [2.52, 0.30, -3.50], [-1.44, -0.28, 1.09], [-2.74, -0.14, 0.32], [-1.62, -0.81, 2.45], [4.31, -1.98, 1.42], [3.20, -2.44, 3.04], [3.44, 0.49, 2.06], [0.84, 0.15, 2.92], [0.89, -1.55, 2.21], [-0.31, 0.64, -1.05], [1.32, -2.29, 0.16], [1.29, -1.47, -1.47], [-0.95, -0.82, -2.74], [-3.26, -1.80, -3.59], [-4.35, -3.95, -2.27], [-3.08, -5.07, -0.17], [0.32, -3.58, 1.44], [-0.02, -5.27, 0.76], [-1.24, -4.45, 1.90], [0.59, 2.18, 2.09], [1.06, 2.81, 0.44], [-1.93, 2.63, 1.59], [-0.34, 4.51, 2.27], [-1.82, 5.03, 1.17], [-0.08, 4.86, 0.40], [-1.02, 2.65, -1.49], [-2.76, 2.49, -0.68], [-1.96, 4.12, -0.91], [2.81, 1.51, 0.11], [2.88, -0.14, -0.72], [1.02, 1.99, -2.09], [4.17, 2.30, -1.80], [2.85, 3.53, -1.24], [3.05, 3.20, -3.05], [-2.58, 0.28, -0.60], [-3.32, 0.50, 0.89], [-1.74, -1.79, 2.34]],
  "nbo_charge": [-0.567, -0.124, -0.815, 1.109, -0.825, 0.017, -0.240, -0.240, -0.255, -0.238, -0.047, -0.660, -0.776, -0.214, -0.616, -0.638, -0.815, -0.232, -0.638, -0.059, 0.941, -1.177, -1.022, 0.197, 0.197, 0.190, 0.215, 0.211, -0.206, 0.223, 0.230, 0.235, 0.215, 0.204, 0.210, 0.238, 0.218, 0.209, 0.213, 0.194, 0.196, 0.206, 0.192, 0.199, 0.226, 0.209, 0.190, 0.207, 0.225, 0.217, 0.212, 0.208, 0.203, 0.385, 0.371, 0.490]
}

{
  "formula": "C13H25IP2Sn",
  "method": "the ωB97M-V functional and the def2-TZVPD basis",
  "charge": 0,
  "homo_energy_ha": [-0.2795, -0.2795],
  "multiplicity": 1,
  "species": ["C", "C", "H", "H", "H", "H", "H", "H", "Sn", "C", "H", "H", "H", "I", "C", "P", "C", "C", "C", "C", "C", "C", "C", "P", "C", "C", "H", "H", "H", "H", "H", "H", "H", "H", "H", "H", "H", "H", "H", "H", "H", "H"],
  "coordinates": [[0.61, -1.85, -4.66], [0.22, 0.85, -4.71], [1.41, -2.25, -4.13], [1.07, -1.16, -5.42], [-0.38, -2.13, -5.00], [0.83, 1.58, -4.18], [0.78, 0.34, -5.68], [-0.86, 1.07, -5.00], [0.25, -0.45, -3.05], [-1.34, 0.84, -2.45], [-1.08, 1.85, -2.63], [-1.47, 0.68, -1.39], [-2.25, 0.60, -2.94], [-1.99, -2.37, -2.98], [-0.43, -2.77, 0.42], [0.17, -1.10, 0.33], [1.97, -1.40, 0.32], [-0.02, -0.61, 2.13], [0.30, -1.51, 3.14], [0.03, -1.22, 4.46], [-0.61, 0.00, 4.81], [-0.91, 0.91, 3.80], [-0.57, 0.68, 2.48], [-0.80, 1.96, 1.14], [-0.90, 3.47, 2.18], [0.93, 2.14, 0.52], [-0.70, -3.13, -0.61], [-1.36, -2.82, 1.03], [0.33, -3.46, 0.86], [2.52, -0.56, 0.78], [2.18, -2.33, 0.88], [2.30, -1.51, -0.72], [0.76, -2.45, 2.88], [0.28, -1.91, 5.23], [-0.85, 0.22, 5.82], [-1.42, 1.85, 4.07], [-0.33, 3.36, 3.09], [-0.50, 4.28, 1.59], [-1.93, 3.67, 2.40], [1.63, 1.67, 1.17], [1.01, 1.74, -0.47], [1.11, 3.19, 0.48]],
  "nbo_charge": [-0.774, -1.112, 0.228, 0.204, 0.282, 0.210, 0.193, 0.245, 1.206, -0.888, 0.208, 0.245, 0.242, -0.529, -0.994, 0.834, -0.943, -0.343, -0.214, -0.211, -0.199, -0.255, -0.191, 0.779, -0.935, -0.920, 0.274, 0.255, 0.214, 0.239, 0.220, 0.224, 0.208, 0.212, 0.214, 0.211, 0.222, 0.231, 0.233, 0.226, 0.221, 0.228]
}

{
  "formula": "C6H8INO5",
  "method": "the ωB97M-V functional and the def2-TZVPD basis",
  "charge": 0,
  "homo_energy_ha": -0.3664,
  "multiplicity": 1,
  "smiles": "N#C[C@](O)(C(=O)I)[C@@H](O)[C@H](O)CO",
  "species": ["C", "C", "C", "C", "C", "C", "N", "O", "O", "O", "O", "O", "I", "H", "H", "H", "H", "H", "H", "H", "H"],
  "coordinates": [[-1.45, -2.05, -0.73], [-0.76, -1.07, 0.13], [0.81, 1.64, 0.46], [1.57, 0.45, -0.28], [0.52, -0.43, -1.03], [-1.97, -0.58, 1.06], [-2.08, -2.70, -1.42], [0.08, -1.92, 0.98], [0.02, 2.45, -0.37], [2.33, -0.10, 0.70], [-0.15, 0.34, -1.97], [-2.33, -0.98, 2.10], [-3.15, 0.96, 0.04], [0.14, 1.12, 1.01], [1.37, 2.25, 1.15], [2.27, 1.00, -0.89], [0.94, -1.29, -1.43], [0.51, 3.10, -0.81], [1.85, -0.78, 1.11], [-0.26, 1.19, -1.46], [-0.25, -2.59, 1.65]],
  "nbo_charge": [0.222, -0.004, -0.086, 0.031, 0.206, 0.497, -0.263, -0.787, -0.716, -0.697, -0.700, -0.480, 0.036, 0.162, 0.193, 0.192, 0.208, 0.481, 0.492, 0.497, 0.517]
}

{
  "formula": "C22H19N3O3",
  "method": "the ωB97M-V functional and the def2-TZVPD basis",
  "charge": 0,
  "homo_energy_ha": -0.3127,
  "multiplicity": 1,
  "smiles": "CCOc1cccc(C(=O)Nc2cccc(-c3nc4ncccc4o3)c2C)c1",
  "species": ["C", "C", "O", "C", "C", "C", "C", "C", "C", "H", "C", "O", "N", "C", "C", "C", "C", "C", "C", "C", "H", "H", "H", "C", "N", "C", "N", "C", "C", "C", "C", "O", "H", "H", "H", "H", "H", "H", "H", "H", "H", "H", "H", "H", "H", "H", "H"],
  "coordinates": [[-2.62, 4.66, -5.96], [-3.56, 4.25, -4.83], [-2.87, 3.81, -3.68], [-2.33, 2.56, -3.64], [-2.44, 1.59, -4.64], [-1.86, 0.35, -4.46], [-1.15, 0.05, -3.31], [-1.02, 1.02, -2.32], [-1.62, 2.25, -2.48], [-1.54, 2.99, -1.70], [-0.29, 0.76, -1.04], [-0.58, 1.30, 0.00], [0.74, -0.13, -1.17], [1.61, -0.51, -0.13], [2.98, -0.35, -0.34], [3.88, -0.68, 0.65], [3.42, -1.18, 1.85], [2.05, -1.38, 2.07], [1.12, -1.06, 1.06], [-0.34, -1.32, 1.21], [-0.53, -2.08, 1.95], [-0.84, -0.40, 1.52], [-0.77, -1.61, 0.25], [1.67, -1.93, 3.35], [0.49, -2.30, 3.76], [0.66, -2.76, 5.03], [-0.25, -3.25, 5.86], [0.21, -3.62, 7.04], [1.54, -3.54, 7.45], [2.50, -3.03, 6.59], [2.04, -2.64, 5.35], [2.66, -2.12, 4.28], [3.54, -2.96, 6.87], [1.81, -3.87, 8.44], [-0.54, -4.02, 7.71], [4.12, -1.43, 2.64], [4.94, -0.55, 0.49], [3.33, 0.06, -1.28], [1.09, -0.28, -2.10], [-0.73, -0.94, -3.18], [-1.97, -0.40, -5.23], [-2.99, 1.78, -5.55], [-4.13, 5.12, -4.49], [-4.27, 3.48, -5.17], [-1.95, 5.43, -5.61], [-2.03, 3.81, -6.30], [-3.20, 5.04, -6.80]],
  "nbo_charge": [-0.638, -0.065, -0.506, 0.390, -0.311, -0.191, -0.233, -0.127, -0.242, 0.244, 0.676, -0.592, -0.627, 0.118, -0.201, -0.219, -0.164, -0.156, 0.132, -0.686, 0.264, 0.258, 0.212, 0.540, -0.462, 0.274, -0.394, 0.030, -0.260, -0.212, 0.209, -0.421, 0.229, 0.223, 0.194, 0.227, 0.218, 0.212, 0.404, 0.214, 0.216, 0.216, 0.196, 0.170, 0.217, 0.210, 0.216]
}